(1)
{"formula": "C5H9NO", "method": "ωB97M-V/def2-TZVPD", "species": ["C", "C", "N", "C", "C", "C", "O", "H", "H", "H", "H", "H", "H", "H", "H", "H"], "xyz": [[-1.150055, -0.780545, 0.852708], [-1.208274, 0.194713, -0.307953], [-0.602045, 1.522054, -0.136459], [0.012844, 0.574750, -1.061160], [1.353651, -0.003167, -0.649003], [1.497664, -0.356802, 0.817702], [1.965668, -1.402670, 1.213412], [-1.391261, -0.290819, 1.801193], [-1.802764, -1.633426, 0.675411], [-0.182763, -1.255687, 0.986466], [-2.142522, 0.168420, -0.865244], [-1.132732, 2.224920, -0.647957], [-0.087728, 0.774406, -2.131403], [2.145848, 0.733212, -0.829868], [1.571145, -0.900540, -1.234862], [1.153324, 0.431177, 1.517021]], "atomic_forces_ev_per_a": [[-0.165, -0.091, 0.029], [-0.187, -0.261, -0.013], [-0.066, 0.167, 0.082], [0.142, -0.168, -0.060], [0.093, -0.097, -0.027], [0.454, -0.148, 0.037], [0.221, 0.639, -0.180], [-0.184, -0.114, -0.155], [-0.390, 0.172, 0.043], [-0.471, 0.088, -0.077], [0.149, 0.036, -0.001], [0.121, -0.152, 0.163], [0.048, -0.080, 0.296], [-0.036, 0.013, -0.141], [0.061, 0.098, 0.032], [0.208, -0.102, -0.027]], "homo_energy_ev": -9.6, "orbital_gap_ev": 10.47, "max_force_ev_per_a": 0.70, "de_lowest_kcal_mol": 55.4, "smiles": "C[C@H]1N[C@H]1CC=O", "e_lumo_ha": 0.03320, "spin_multiplicity": 1}


(2)
{"formula": "CH5INP", "method": "ωB97M-V/def2-TZVPD", "species": ["C", "P", "N", "I", "H", "H", "H", "H", "H"], "xyz": [[1.107125, -0.918063, 0.237890], [0.131121, 1.062056, 0.051248], [-1.300122, 0.699408, -0.766677], [-0.687940, 1.251378, 2.350927], [0.672809, -1.385515, 1.109407], [2.161071, -0.733445, 0.328932], [0.847835, -1.450107, -0.670842], [-1.273024, -0.063270, -1.427362], [-1.658876, 1.537557, -1.213522]], "atomic_forces_ev_per_a": [[-2.078, 2.487, -0.463], [1.973, -2.060, 0.362], [-0.097, -0.067, -0.422], [-0.053, -0.061, 0.385], [-0.018, -0.038, 0.143], [0.326, 0.167, 0.027], [0.094, -0.071, -0.114], [-0.078, -0.158, 0.093], [-0.069, -0.198, -0.010]], "homo_energy_ev": -8.4, "orbital_gap_ev": 8.91, "max_force_ev_per_a": 3.27, "de_lowest_kcal_mol": 19.1, "smiles": "CP(N)I", "e_lumo_ha": 0.01841, "spin_multiplicity": 1}


(3)
{"formula": "C4H8N2OS", "method": "ωB97M-V/def2-TZVPD", "species": ["N", "C", "C", "O", "C", "N", "S", "C", "H", "H", "H", "H", "H", "H", "H", "H"], "xyz": [[-2.197268, -1.346805, -0.086324], [-2.042457, 0.077006, -0.008650], [-0.513064, 0.505750, 0.038008], [-0.423385, 1.924304, -0.229966], [0.212392, 0.029110, 1.287724], [1.445438, -0.348523, 1.204333], [1.994540, -0.394732, -0.402888], [0.322810, -0.105051, -1.101838], [-2.646966, -1.621726, -0.976514], [-2.802849, -1.642411, 0.671460], [-2.493890, 0.581463, -0.882501], [-2.472162, 0.463466, 0.916468], [-0.833574, 2.382708, 0.523401], [-0.210313, 0.040112, 2.290800], [-0.062551, -1.038919, -1.433663], [0.381477, 0.582997, -1.941044]], "atomic_forces_ev_per_a": [[-0.828, -0.833, -0.407], [1.489, 1.033, -0.426], [-0.401, -0.481, -1.477], [-0.321, -0.285, 1.375], [1.427, 0.074, 0.184], [-1.361, 0.331, -0.252], [-0.462, 0.109, 0.145], [0.370, 0.580, 0.321], [0.433, 0.148, 0.929], [0.104, -0.337, -0.272], [0.209, 0.047, 0.512], [-0.258, 0.161, -0.074], [0.211, 0.017, -0.331], [-0.208, 0.157, -0.135], [-0.376, -0.824, -0.144], [-0.029, 0.104, 0.050]], "homo_energy_ev": -8.4, "orbital_gap_ev": 9.06, "max_force_ev_per_a": 1.86, "de_lowest_kcal_mol": 27.6, "smiles": "NC[C@@]1(O)C=NSC1", "e_lumo_ha": 0.02433, "spin_multiplicity": 1}


(4)
{"formula": "C22H31N7O3PPdS", "method": "ωB97M-V/def2-TZVPD", "species": ["Pd", "O", "S", "O", "N", "C", "C", "C", "C", "C", "C", "C", "C", "N", "C", "C", "C", "C", "C", "C", "C", "H", "H", "H", "H", "H", "H", "H", "H", "H", "H", "H", "C", "N", "C", "C", "N", "N", "C", "N", "N", "H", "H", "H", "H", "H", "H", "H", "H", "H", "H", "H", "C", "P", "C", "C", "O", "H", "H", "H", "H", "H", "H", "H", "H", "H"], "xyz": [[0.376092, -0.185792, 0.143392], [4.026455, -0.429615, 0.935820], [3.037292, -0.779386, -0.044100], [2.002008, -1.706967, 0.438661], [2.232190, 0.447349, -0.674674], [2.608385, 1.771061, -0.477593], [3.905642, 2.239358, -0.482044], [4.165990, 3.610014, -0.328097], [3.153488, 4.519792, -0.198332], [1.812770, 4.083564, -0.205515], [0.705801, 4.953856, -0.102346], [-0.556268, 4.432778, -0.058308], [-0.723503, 3.039498, -0.114195], [0.271396, 2.195692, -0.241726], [1.536183, 2.697987, -0.309909], [3.821764, -1.485029, -1.470413], [3.028557, -1.763388, -2.578453], [3.642443, -2.094164, -3.773611], [5.030026, -2.117435, -3.858804], [5.810767, -1.845040, -2.745640], [5.204184, -1.525965, -1.539004], [4.721783, 1.543219, -0.607042], [5.192847, 3.951436, -0.314443], [3.359288, 5.575963, -0.080696], [0.874930, 6.023309, -0.075875], [-1.425621, 5.072216, 0.007725], [-1.718398, 2.611730, -0.055580], [1.950361, -1.695079, -2.496986], [3.043406, -2.317832, -4.646388], [5.504539, -2.339773, -4.805621], [6.889533, -1.866688, -2.818424], [5.779857, -1.294184, -0.651792], [-4.440627, -0.149971, -0.384395], [-3.980453, -0.132600, 0.997534], [-4.955697, -0.104668, 2.077150], [-2.641594, -0.040129, 1.217860], [-1.758881, 0.007618, 0.288856], [-2.278446, 0.021641, 2.554225], [-1.014419, -0.038852, 3.120919], [-1.051102, -0.116296, 4.483460], [0.062337, -0.052859, 2.433827], [-5.522249, -0.225495, -0.403714], [-4.032031, -1.011229, -0.917757], [-4.153626, 0.765854, -0.908257], [-5.951738, -0.189690, 1.657087], [-4.922787, 0.834467, 2.638541], [-4.826672, -0.947110, 2.762574], [-2.117094, -0.118488, -0.646086], [-3.039127, 0.026734, 3.208011], [-1.887543, 0.062472, 5.008880], [-0.183906, -0.034289, 4.982757], [0.901949, -0.128140, 2.992565], [-0.179477, -4.024864, 1.359814], [-0.363520, -3.696107, -0.416033], [-1.837325, -4.669557, -0.848424], [1.026402, -4.504362, -1.248911], [-0.559375, -2.262598, -0.814827], [-0.231865, -5.099412, 1.536798], [-0.987578, -3.520383, 1.890834], [0.773689, -3.641779, 1.706655], [-1.669475, -5.729346, -0.657710], [-2.078148, -4.519134, -1.900152], [-2.672178, -4.321363, -0.239889], [0.990747, -5.582615, -1.091167], [1.959168, -4.108659, -0.850720], [0.962655, -4.295274, -2.316293]], "atomic_forces_ev_per_a": [[-1.207, 1.579, 0.780], [0.127, 0.022, -0.150], [1.177, 0.060, -0.239], [0.168, -0.485, -0.221], [-0.078, -0.985, 0.590], [0.249, 0.382, 0.008], [-0.365, -0.199, -0.085], [0.003, 0.250, 0.062], [0.103, 0.057, -0.037], [-0.153, -0.313, -0.018], [-0.025, -0.085, -0.017], [0.027, 0.207, -0.061], [-0.018, -0.180, -0.021], [-0.087, 0.139, 0.130], [0.278, 0.012, -0.023], [-0.046, 0.190, 0.102], [0.012, -0.094, 0.026], [-0.053, -0.031, 0.044], [0.087, -0.025, -0.012], [-0.036, -0.047, -0.049], [-0.033, -0.011, 0.215], [0.041, 0.010, 0.019], [0.003, -0.028, -0.020], [0.031, -0.006, -0.039], [-0.021, 0.002, 0.071], [0.000, -0.012, 0.025], [0.025, -0.051, 0.017], [-0.005, -0.009, -0.051], [-0.007, 0.029, -0.002], [-0.001, -0.037, 0.013], [0.001, -0.009, 0.006], [0.044, 0.024, -0.060], [0.107, -0.004, -0.002], [-0.132, -0.011, -0.017], [0.045, 0.010, 0.081], [0.001, 0.036, -0.141], [-0.216, -0.189, -0.121], [-0.044, 0.020, 0.143], [0.077, -0.008, 0.030], [0.039, -0.057, -0.029], [0.089, -0.031, -0.687], [-0.016, -0.003, 0.049], [-0.009, 0.023, -0.030], [-0.005, -0.024, -0.020], [0.003, -0.007, -0.038], [-0.009, -0.011, -0.003], [-0.010, 0.007, -0.003], [-0.213, -0.072, 0.046], [0.008, -0.021, 0.038], [-0.011, 0.045, -0.026], [0.000, 0.026, 0.041], [0.048, 0.005, 0.049], [0.047, 0.220, -0.401], [-0.346, -0.400, -0.252], [0.307, 0.138, 0.030], [-0.231, 0.093, 0.267], [0.096, -0.230, -0.062], [-0.013, 0.018, 0.024], [-0.010, -0.037, 0.015], [0.147, 0.091, 0.077], [-0.049, -0.016, -0.009], [0.013, -0.015, -0.004], [-0.021, -0.009, -0.014], [0.014, 0.000, 0.018], [0.037, 0.046, -0.053], [0.017, 0.013, 0.002]], "homo_energy_ev": [-10.0, -10.0], "orbital_gap_ev": [7.78, 6.93], "max_force_ev_per_a": 2.13, "de_lowest_kcal_mol": 24.5, "s2": 2.0047, "charge": 1, "e_lumo_ha": [-0.08048, -0.11301], "spin_multiplicity": 3}


(5)
{"formula": "C4H12O3", "method": "ωB97M-V/def2-TZVPD", "species": ["C", "C", "C", "C", "O", "H", "H", "H", "H", "H", "H", "H", "H", "O", "H", "H", "O", "H", "H"], "xyz": [[1.691162, -1.846880, 0.602906], [0.141851, -1.634161, 0.817847], [-0.744541, -0.808113, 0.249872], [-2.173286, -0.564960, 0.568946], [-0.280294, 0.039808, -0.726552], [1.709543, -2.163935, -0.434707], [1.915468, -2.598626, 1.283104], [2.306946, -0.916555, 0.882943], [-0.251776, -2.238366, 1.554659], [-2.829046, -1.213926, 0.022425], [-2.557726, 0.474719, 0.236963], [-2.523978, -0.939140, 1.543767], [-0.822208, 0.667348, -1.099466], [1.397221, 1.405871, 0.602491], [1.066362, 0.700958, -0.017478], [1.153416, 1.126730, 1.447899], [-0.162164, 2.475098, -1.900983], [0.584788, 2.148383, -1.286757], [-0.881008, 2.710879, -1.370422]], "atomic_forces_ev_per_a": [[-2.404, 2.835, -0.529], [1.008, 1.282, -0.678], [0.825, 0.662, -0.199], [-1.662, 0.227, -0.081], [2.611, -3.158, 0.570], [1.082, 0.039, -0.087], [0.823, -1.543, 0.852], [-0.896, -1.412, -0.897], [-0.912, -1.188, 1.584], [-0.136, -0.518, -1.248], [0.871, -1.445, 1.200], [0.666, 1.057, 0.271], [-2.346, 2.022, -1.194], [0.874, 0.467, -2.639], [0.296, 0.807, 0.960], [-0.651, -0.671, 2.046], [3.230, -1.496, -0.357], [-1.833, 1.179, -1.104], [-1.447, 0.854, 1.532]], "homo_energy_ev": -8.9, "orbital_gap_ev": 9.49, "max_force_ev_per_a": 4.14, "de_lowest_kcal_mol": 40.8, "smiles": "C/C=C(/C)O.O.O", "e_lumo_ha": 0.02183, "spin_multiplicity": 1}


(6)
{"formula": "C6H10N2O", "method": "ωB97M-V/def2-TZVPD", "species": ["C", "C", "C", "C", "N", "O", "C", "C", "N", "H", "H", "H", "H", "H", "H", "H", "H", "H", "H"], "xyz": [[-1.367191, 2.611968, -1.191592], [-0.215122, 1.986652, -0.923766], [-0.064251, 0.476712, -0.714946], [-0.508585, -0.314364, -1.704547], [0.396091, 0.111219, 0.537708], [0.775349, 1.096458, 1.452117], [0.520053, -1.287897, 0.958018], [-0.106743, -1.678200, 2.080469], [1.393431, -2.146842, 0.330607], [-2.302560, 2.069460, -1.291639], [-1.412700, 3.695532, -1.243711], [0.696382, 2.561470, -0.777498], [-0.464566, -1.393746, -1.639161], [-0.925331, 0.103884, -2.614985], [1.614797, 0.788630, 1.834331], [-0.069718, -2.701394, 2.434813], [-0.748718, -0.988816, 2.619736], [1.187953, -3.129899, 0.473775], [1.601428, -1.860827, -0.619730]], "atomic_forces_ev_per_a": [[0.582, -0.500, 0.316], [-0.059, -0.452, 0.445], [-0.790, 2.135, -0.389], [0.242, -0.654, 0.247], [0.721, -2.536, -0.715], [-0.104, -0.050, 0.153], [-1.081, 1.000, 1.991], [-0.559, 0.586, -0.249], [0.505, 0.625, -1.321], [0.127, -0.004, 0.018], [0.093, -0.148, -0.189], [-0.140, 0.021, 0.018], [-0.109, -0.050, 0.049], [0.227, 0.082, 0.298], [-0.168, 0.080, -0.318], [0.275, 0.099, 0.011], [0.113, -0.109, -0.171], [0.064, 0.373, -0.280], [0.059, -0.499, 0.087]], "homo_energy_ev": -7.8, "orbital_gap_ev": 8.65, "max_force_ev_per_a": 2.73, "de_lowest_kcal_mol": 96.9, "smiles": "C=CC(=C)N(O)C(=C)N", "e_lumo_ha": 0.03226, "spin_multiplicity": 1}